[1]
C34H36IrN6O2S2 | the ωB97M-V functional and the def2-TZVPD basis

Computed properties:
HOMO level (spin up / spin down) = -13.8 / -13.7 eV
strongest force on any atom = 2.749 eV/Å
charge = +2
frontier orbital gap (spin up / spin down) = 6.93 / 4.98 eV
energy above the lowest of the compared OMol25 structures with the same formula, charge and spin = 3.103 eV
spin multiplicity = 2

Geometry (Å):
Ir  -1.400022  -0.451518  0.984871
O  0.497917  -1.930051  -2.495316
C  0.087984  -1.754731  -1.377263
N  -1.159908  -1.306753  -0.993974
C  -2.177974  -1.182081  -1.930958
O  -2.131301  -1.461802  -3.097015
C  -3.434367  -0.649967  -1.306316
C  -4.635776  -0.756610  -1.983376
C  -5.784985  -0.276435  -1.372498
C  -5.684090  0.320240  -0.123580
C  -4.441374  0.403368  0.478646
N  -3.345108  -0.094106  -0.097410
C  0.979528  -1.993515  -0.195032
C  2.263662  -2.472204  -0.381892
C  3.062296  -2.690360  0.729951
C  2.544711  -2.415508  1.988128
C  1.248583  -1.941438  2.089578
N  0.483515  -1.731377  1.015460
H  -4.645099  -1.211877  -2.963294
H  -6.744615  -0.357033  -1.864551
H  -6.551886  0.724407  0.376599
H  -4.320782  0.882088  1.440728
H  2.602718  -2.682785  -1.386762
H  4.067877  -3.073085  0.619612
H  3.129643  -2.586103  2.880018
H  0.804903  -1.730594  3.053332
S  -3.288140  -0.478256  5.204590
C  -4.233795  -1.628462  4.303131
C  -5.358919  -2.332229  4.712299
C  -5.954104  -3.183418  3.801468
C  -5.435754  -3.333480  2.510624
C  -4.316776  -2.639073  2.104228
C  -3.709247  -1.768168  3.009265
N  -2.608694  -0.969260  2.784289
C  -2.286198  -0.239547  3.823301
C  -1.221317  0.718800  3.730898
C  -0.740195  1.405349  4.847411
C  0.266274  2.338442  4.702293
C  0.768328  2.604364  3.435280
C  0.270605  1.932347  2.324430
C  -0.707570  0.958703  2.445164
H  -5.754632  -2.207896  5.710434
H  -6.828621  -3.747020  4.093749
H  -5.923877  -4.008981  1.822224
H  -3.900225  -2.759904  1.111948
H  -1.162651  1.203673  5.824047
H  0.646003  2.871413  5.562389
H  1.544089  3.347780  3.311809
H  0.626363  2.217015  1.343649
C  4.474582  4.011732  -1.036438
C  3.908591  3.436155  0.260901
C  4.414944  2.022877  0.562081
C  3.917955  0.979491  -0.437683
N  2.461522  0.877656  -0.361715
C  1.597314  0.989007  -1.368571
S  -0.050748  1.409882  -0.991691
N  1.981989  0.834011  -2.616536
C  1.165157  0.968280  -3.828139
C  2.073933  1.146748  -5.044092
C  3.000261  -0.042422  -5.324008
C  2.262593  -1.347203  -5.603660
H  4.241054  5.072166  -1.110613
H  4.054874  3.523775  -1.918438
H  5.559262  3.904222  -1.063842
H  2.814310  3.443088  0.217917
H  4.203370  4.081633  1.089075
H  4.114193  1.723458  1.571316
H  5.505784  2.019234  0.531800
H  4.365288  0.006282  -0.221415
H  4.215443  1.277886  -1.443176
H  2.075792  1.011750  0.562925
H  2.933713  0.535719  -2.792567
H  0.506838  1.828534  -3.717123
H  0.550035  0.075342  -3.952112
H  2.673829  2.052283  -4.917798
H  1.430578  1.296868  -5.911716
H  3.712564  -0.188124  -4.500605
H  3.604215  0.209210  -6.197238
H  1.734604  -1.716696  -4.726071
H  2.964596  -2.116052  -5.922545
H  1.524567  -1.209150  -6.394826

Force components x, y, z for each atom (eV/Å):
Ir -0.26 -1.70 -2.14
O -0.13 -0.03 0.06
C 0.47 -0.04 0.00
N -0.27 0.35 1.52
C -0.31 0.45 -0.22
O 0.06 -0.11 0.18
C -0.10 -0.20 -0.42
C 0.00 0.13 0.14
C 0.02 0.03 0.05
C 0.10 0.00 -0.13
C -0.26 0.16 0.15
N 1.04 0.45 1.55
C 0.17 -0.16 -0.21
C -0.08 -0.16 0.09
C -0.07 0.08 0.04
C -0.02 -0.16 -0.09
C 0.04 -0.01 0.26
N -0.70 1.52 0.99
H 0.05 -0.01 -0.01
H 0.00 -0.01 -0.01
H 0.01 0.01 0.03
H 0.06 -0.06 0.01
H -0.06 0.01 -0.03
H 0.01 0.00 0.00
H -0.03 0.03 0.05
H -0.01 0.10 -0.02
S 0.09 -0.06 -0.32
C 0.30 0.13 -0.24
C -0.04 -0.07 -0.04
C 0.04 0.05 0.09
C -0.01 -0.03 -0.02
C 0.18 0.12 -0.03
C -0.68 -0.59 -0.10
N 1.79 1.18 -1.42
C -0.38 -0.13 0.64
C 0.29 0.25 0.07
C -0.08 -0.01 -0.09
C 0.08 0.07 0.02
C -0.20 -0.10 0.17
C 0.17 0.06 -0.54
C -0.63 -1.22 -0.45
H -0.02 -0.04 0.02
H -0.02 0.01 0.00
H 0.02 -0.02 -0.01
H -0.04 -0.04 -0.03
H 0.03 0.01 0.04
H 0.00 -0.02 0.02
H -0.01 0.04 -0.07
H 0.03 0.00 0.10
C -0.13 -0.03 0.12
C 0.19 -0.07 -0.07
C -0.21 0.12 -0.12
C 0.28 -0.13 0.12
N -0.01 0.15 0.06
C 0.33 -0.25 0.04
S -0.84 -0.13 0.22
N 0.05 -0.01 0.07
C -0.20 0.04 -0.42
C 0.16 -0.11 0.19
C -0.16 0.00 -0.09
C 0.01 0.06 0.08
H 0.01 0.01 -0.07
H 0.04 0.00 -0.05
H 0.02 0.02 -0.04
H -0.01 0.06 0.09
H -0.07 0.00 0.04
H 0.05 -0.06 0.01
H 0.01 -0.07 0.07
H -0.01 0.00 -0.10
H -0.07 -0.05 -0.02
H -0.08 0.05 -0.06
H 0.00 0.08 0.11
H 0.04 -0.01 0.02
H -0.02 -0.01 0.16
H -0.08 0.06 -0.04
H -0.03 0.06 0.02
H 0.06 0.01 -0.05
H 0.08 0.07 0.09
H -0.03 -0.06 0.06
H -0.04 -0.04 -0.02
H 0.03 -0.02 -0.05

Löwdin population analysis, charges in e, atoms 1 to 5: number 1, Ir, carries 1.33; number 2, O, carries 0.13; number 3, C, carries -0.47; number 4, N, carries -0.03; number 5, C, carries -0.44


[2]
C17H20N3ORu | the ωB97M-V functional and the def2-TZVPD basis

Computed properties:
HOMO level (spin up / spin down) = -3.2 / -4.4 eV
strongest force on any atom = 3.748 eV/Å
charge = -1
frontier orbital gap (spin up / spin down) = 6.30 / 7.31 eV
spin multiplicity = 5

Geometry (Å):
Ru  0.352872  -0.208035  1.043908
C  0.659793  -1.916719  2.337402
C  -0.777422  -2.011795  2.369948
C  -1.241368  -2.276458  1.059584
H  -1.389294  -1.915113  3.264595
C  -0.114228  -2.380804  0.190979
C  1.073909  -2.206376  0.974544
H  2.095284  -2.360212  0.642234
H  1.338539  -1.799968  3.178060
H  -2.282123  -2.370257  0.749516
H  -0.112973  -2.649543  -0.860919
C  1.659774  1.960687  1.616360
C  2.195789  0.634750  1.405028
C  2.086014  0.363825  -0.030592
H  2.789135  0.037294  2.087466
C  1.488854  1.523054  -0.633014
C  1.240001  2.477899  0.372813
H  0.833930  3.474502  0.202214
H  1.643164  2.478495  2.572550
H  2.585380  -0.453377  -0.542050
H  1.346311  1.658014  -1.701845
O  -0.599956  0.004208  -0.775450
C  -0.794889  0.200048  -3.318852
C  -2.026203  0.422128  -2.549054
C  -0.251859  -1.148481  -3.490573
C  -0.169973  1.341097  -4.001178
C  -1.741343  0.752530  -1.060020
H  -2.629509  -0.498739  -2.550106
H  -2.618123  1.235262  -2.988797
H  -1.559357  1.840106  -0.929949
H  -2.577430  0.426322  -0.412529
H  -0.724478  -1.697893  -4.328248
H  -0.392421  -1.751963  -2.581476
H  0.827061  -1.103906  -3.704620
H  -0.597030  1.519371  -5.002423
H  0.905921  1.170205  -4.137220
H  -0.313057  2.259027  -3.415760
N  -0.461420  0.737198  2.660548
C  -0.490425  0.759370  3.851428
N  -0.719270  1.058635  5.049312
C  -0.389161  0.439435  6.163660
N  -0.148403  -0.023811  7.222518

Force components x, y, z for each atom (eV/Å):
Ru -0.82 -0.62 -1.43
C -0.60 -0.86 -0.20
C 0.35 -1.01 0.30
C 0.65 0.19 -0.08
H 0.16 0.15 -0.37
C 0.11 -1.61 0.68
C -0.54 -0.31 0.09
H -0.20 0.05 0.05
H -0.29 0.00 -0.15
H 0.36 0.16 0.13
H -0.11 0.33 0.36
C 1.20 0.59 -0.36
C 0.40 0.71 -0.44
C 0.22 0.68 0.31
H 0.02 0.28 0.04
C 1.08 0.42 -0.11
C 0.28 -0.17 0.11
H -0.08 -0.38 0.13
H -0.20 -0.19 -0.30
H -0.17 0.25 -0.01
H -0.22 -0.10 0.38
O -0.60 0.48 -0.34
C -0.16 0.21 -0.16
C -1.00 -0.01 0.42
C 0.40 -0.71 0.00
C 0.35 0.34 -0.07
C 1.06 -0.74 0.03
H -0.01 0.17 -0.11
H -0.16 -0.09 -0.08
H -0.16 -0.13 0.05
H -0.11 0.41 -0.17
H 0.06 0.03 0.06
H -0.01 0.25 -0.33
H -0.18 -0.12 0.02
H 0.02 0.08 -0.02
H -0.09 0.16 -0.03
H 0.08 -0.01 -0.17
N -0.70 0.47 3.65
C -0.29 0.46 -3.38
N -0.09 0.08 2.03
C 0.42 -0.73 1.44
N -0.43 0.82 -1.96

Löwdin population analysis, charges in e, atoms 1 to 5: number 1, Ru, carries 1.30; number 2, C, carries -0.25; number 3, C, carries -0.18; number 4, C, carries -0.13; number 5, H, carries 0.10


[3]
C2H4BFO | the ωB97M-V functional and the def2-TZVPD basis

Computed properties:
HOMO level (spin up / spin down) = -6.1 / -11.8 eV
strongest force on any atom = 3.630 eV/Å
frontier orbital gap (spin up / spin down) = 6.83 / 8.97 eV
energy above the lowest of the compared OMol25 structures with the same formula, charge and spin = 0.000 eV
spin multiplicity = 3

Geometry (Å):
B  -1.196742  0.545455  0.545055
C  1.092718  0.109071  -1.099856
C  0.837910  -0.742545  -0.106736
O  1.335236  0.926767  -1.921897
F  -1.145965  -0.336831  1.500119
H  -1.694382  0.207554  -0.417226
H  -0.997138  1.708196  0.873318
H  1.270831  -0.677280  0.808748
H  0.497534  -1.740387  -0.181524

Force components x, y, z for each atom (eV/Å):
B -0.44 2.16 0.95
C -0.39 0.31 -1.46
C 0.21 -1.00 -0.54
O 0.38 1.01 -0.66
F 0.11 -1.05 1.32
H -0.39 -0.36 -1.58
H 0.27 -0.66 -0.42
H 1.32 0.88 3.27
H -1.06 -1.27 -0.86

Löwdin population analysis, charges in e, atoms 1 to 5: number 1, B, carries -0.23; number 2, C, carries -0.25; number 3, C, carries 0.03; number 4, O, carries 0.11; number 5, F, carries 0.11


[4]
C4H11NO2 | the ωB97M-V functional and the def2-TZVPD basis

Computed properties:
HOMO level = -6.7 eV
strongest force on any atom = 14.395 eV/Å
frontier orbital gap = 7.10 eV
energy above the lowest of the compared OMol25 structures with the same formula, charge and spin = 8.047 eV
spin multiplicity = 1

Geometry (Å):
C  -1.037914  -2.128231  -0.513733
C  -0.665001  -0.807526  0.294873
C  1.450905  0.500613  0.935929
C  0.360641  2.008684  -0.580164
H  -0.257328  -2.698524  -1.005449
H  -1.771816  -1.913813  -1.346129
H  -1.561405  -2.751937  0.206883
H  1.492467  -1.204822  -0.032954
H  0.613197  0.975958  1.570306
H  2.040309  -0.015113  1.682707
H  1.817321  1.255775  0.357906
H  0.629675  0.518158  -1.787475
H  -0.084315  2.320889  0.372971
H  1.407612  2.356646  -0.421069
H  -0.095386  2.642040  -1.417449
N  0.675433  -0.527542  0.268742
O  -1.519987  -0.059540  0.736097
O  0.318718  0.655326  -0.846456

Force components x, y, z for each atom (eV/Å):
C -1.04 1.20 0.10
C 1.25 -2.76 -0.70
C -3.80 -2.28 5.69
C -0.65 4.53 -2.22
H 0.56 0.13 0.39
H 0.61 0.22 1.08
H -0.04 -0.26 -0.10
H -3.49 0.63 0.52
H 1.55 -0.24 -0.46
H 0.81 0.30 -0.15
H 2.18 0.56 -0.70
H -0.55 0.39 1.02
H -0.57 -0.72 -0.58
H -0.68 0.43 -1.02
H 0.37 -0.56 1.09
N 4.88 -10.64 6.70
O 0.22 0.00 0.40
O -1.61 9.06 -11.07

Löwdin population analysis, charges in e, atoms 1 to 5: number 1, C, carries -0.01; number 2, C, carries -0.54; number 3, C, carries -0.08; number 4, C, carries -0.18; number 5, H, carries 0.05


[5]
C36H38Cl2N5O2Si2Ti | the ωB97M-V functional and the def2-TZVPD basis

Computed properties:
HOMO level (spin up / spin down) = -3.2 / -4.4 eV
strongest force on any atom = 0.685 eV/Å
charge = -1
frontier orbital gap (spin up / spin down) = 5.68 / 6.14 eV
energy above the lowest of the compared OMol25 structures with the same formula, charge and spin = 0.171 eV
spin multiplicity = 3

Geometry (Å):
Ti  -0.694535  0.217869  0.101717
C  -4.750584  3.868006  2.501513
C  -4.856389  2.489435  2.421065
C  -3.742390  1.700974  2.150746
C  -2.493938  2.277937  1.928875
C  -2.397523  3.672493  2.044528
C  -3.502568  4.456263  2.323860
N  -1.310540  1.537172  1.667684
C  -0.388109  1.618303  2.701033
C  -0.635410  1.877843  4.057984
C  0.390087  1.830299  4.989281
C  1.690027  1.513746  4.612821
C  1.958062  1.234706  3.281397
C  0.927110  1.291481  2.352557
N  1.066950  0.943011  1.001970
N  2.319769  0.793039  0.643423
C  2.453013  -0.027322  -0.418915
C  3.758512  -0.323732  -0.871193
C  3.930644  -1.303854  -1.809145
C  2.801235  -1.973006  -2.299521
C  1.561540  -1.582867  -1.848669
N  1.354580  -0.613020  -0.943853
H  -5.621797  4.476974  2.712487
H  -5.815945  2.008844  2.581347
H  -3.840683  0.625652  2.142274
H  -1.424744  4.129662  1.906299
H  -3.390302  5.532165  2.396125
H  -1.640763  2.123991  4.373708
H  0.160067  2.028121  6.030835
H  2.480629  1.455888  5.350746
H  2.945987  0.953961  2.948864
H  4.583985  0.210471  -0.421310
H  4.922736  -1.564861  -2.154940
H  2.876079  -2.769835  -3.027349
H  0.684020  -2.071335  -2.244154
C  1.455143  3.292126  -1.406168
Si  0.551373  2.248035  -2.675270
C  0.217688  3.496033  -4.063826
C  1.735822  1.045673  -3.520429
C  -0.947264  1.358759  -1.948106
C  -1.261295  0.063047  -2.585251
C  -1.576145  -0.232858  -3.920673
C  -1.959645  -1.516559  -4.256353
C  -2.029666  -2.508491  -3.279352
C  -1.648824  -2.174305  -1.994537
N  -1.244910  -0.944119  -1.696501
Si  -2.462152  2.497520  -2.058149
C  -4.077771  1.728621  -1.497692
C  -2.983313  2.992652  -3.821015
C  -2.085534  4.088766  -1.136192
H  2.436769  3.572499  -1.808196
H  1.609491  2.808269  -0.438833
H  0.893507  4.216630  -1.240515
H  1.214527  3.833693  -4.378853
H  -0.336897  4.378739  -3.743359
H  -0.279121  3.073701  -4.942334
H  2.105090  1.514996  -4.439391
H  1.263232  0.100935  -3.803385
H  2.604510  0.806500  -2.899215
H  -1.526177  0.550054  -4.668056
H  -2.216263  -1.749682  -5.282630
H  -2.350903  -3.514254  -3.511667
H  -1.635665  -2.892030  -1.182940
H  -4.307285  0.869610  -2.141761
H  -4.854121  2.484541  -1.669197
H  -4.119693  1.405930  -0.465910
H  -2.986689  2.152160  -4.523735
H  -2.416585  3.805284  -4.268414
H  -4.025818  3.325011  -3.732881
H  -1.400709  3.905510  -0.306455
H  -2.997850  4.527005  -0.718706
H  -1.627713  4.826304  -1.803455
Cl  -3.761823  -5.160556  4.074774
C  -2.772862  -3.996633  3.213448
C  -1.402313  -3.990887  3.444562
C  -0.626640  -3.071680  2.742950
Cl  1.092101  -3.066376  2.989891
C  -1.172501  -2.171202  1.832911
O  -0.392581  -1.352325  1.147542
C  -2.590530  -2.161932  1.650132
C  -3.201255  -1.210936  0.814105
O  -2.577095  -0.208789  0.259908
C  -3.371563  -3.117913  2.346288
H  -0.943977  -4.680819  4.138436
H  -4.275067  -1.259511  0.641837
H  -4.446751  -3.135223  2.210225

Force components x, y, z for each atom (eV/Å):
Ti -0.11 -0.02 0.29
C 0.04 0.04 0.00
C -0.01 -0.08 -0.02
C -0.02 -0.05 0.05
C -0.01 0.03 0.01
C 0.00 -0.11 -0.01
C -0.01 -0.01 0.00
N 0.21 0.04 0.09
C 0.15 -0.23 0.00
C -0.28 0.24 -0.20
C -0.06 0.04 0.05
C 0.05 -0.03 -0.07
C -0.04 0.10 0.15
C 0.11 0.09 -0.47
N 0.11 0.01 0.68
N 0.12 -0.28 -0.28
C 0.04 0.07 0.25
C 0.03 -0.09 -0.06
C -0.02 0.02 0.06
C 0.00 -0.05 0.01
C 0.01 0.06 0.07
N -0.06 -0.07 -0.08
H 0.02 -0.01 -0.01
H 0.04 0.02 0.00
H 0.02 0.04 -0.01
H -0.01 0.00 0.03
H -0.01 -0.01 0.00
H -0.03 -0.02 0.03
H 0.01 -0.01 -0.03
H -0.02 0.01 0.00
H 0.00 -0.01 -0.01
H -0.02 0.00 -0.01
H 0.02 -0.01 -0.01
H 0.02 0.03 0.02
H 0.03 0.01 0.01
C 0.07 0.07 0.10
Si -0.09 -0.16 0.09
C 0.11 0.05 -0.07
C 0.12 0.00 -0.14
C -0.14 0.23 -0.05
C 0.10 -0.16 -0.01
C 0.01 0.05 -0.01
C -0.01 -0.02 -0.01
C 0.01 0.01 0.00
C 0.02 0.04 -0.08
N -0.18 0.17 0.05
Si 0.20 -0.16 0.01
C -0.10 0.01 -0.11
C -0.17 -0.04 -0.05
C 0.01 0.12 -0.01
H -0.07 -0.01 0.03
H -0.03 0.09 -0.21
H 0.03 -0.02 0.03
H -0.11 0.01 -0.01
H -0.03 -0.02 0.00
H 0.03 -0.01 0.08
H 0.01 -0.04 0.06
H 0.03 0.15 -0.01
H -0.15 0.06 -0.12
H 0.00 -0.06 0.05
H -0.01 -0.01 -0.01
H 0.00 0.01 -0.01
H -0.01 -0.03 0.02
H 0.01 0.04 0.09
H 0.01 -0.09 0.04
H 0.05 -0.02 0.12
H -0.01 0.08 0.10
H 0.07 0.01 0.01
H 0.10 0.01 -0.07
H -0.04 -0.01 -0.10
H 0.07 -0.03 -0.06
H -0.01 -0.04 0.04
Cl 0.01 0.01 -0.01
C -0.02 -0.01 0.01
C 0.05 0.00 -0.01
C -0.08 -0.09 -0.04
Cl 0.01 0.02 -0.01
C 0.11 0.14 -0.10
O -0.05 -0.07 -0.03
C -0.12 -0.07 0.04
C 0.24 0.04 -0.12
O -0.30 -0.01 -0.02
C -0.01 0.00 0.00
H -0.03 0.03 -0.02
H -0.07 -0.01 0.04
H 0.05 0.01 -0.01

Löwdin population analysis, charges in e, atoms 1 to 5: number 1, Ti, carries 1.14; number 2, C, carries -0.11; number 3, C, carries -0.09; number 4, C, carries -0.03; number 5, C, carries -0.28